[1]
Formula: C18H35Cl8N3
Source: the OMol25 dataset
Level of theory: wB97M-V/def2-TZVPD

Computed properties:
2S+1: 1
Energy relative to the best compared isomer or geometry (same formula, charge and spin) in eV: 0.000
Frontier orbital gap in eV: 8.28
Highest occupied orbital energy in eV: -8.005
Total energy in Ha: -4552.58319
LUMO energy in eV: 0.28
Largest force on an atom in hartree/bohr: 0.0225

```
64
Properties=species:S:1:pos:R:3:forces:R:3
C -0.703837 -1.411365 1.815595 -0.015 -0.275 1.031
H -3.647842 -0.832705 1.111942 -0.080 -0.046 -0.327
H 1.180295 -5.708561 -1.177020 0.113 -0.219 0.150
C -2.237948 -0.351056 -1.451911 0.180 -0.156 -0.095
C -0.022138 7.425942 -4.216152 0.133 0.124 0.058
C 1.428350 1.817083 0.380171 -0.373 -0.153 0.217
H -2.725897 -1.313504 -1.682660 -0.281 0.132 0.022
C 2.187904 -4.175222 -0.104369 0.265 -0.684 -0.017
H 3.044344 -1.900288 0.151682 0.307 0.004 -0.094
H 4.308095 -2.818475 1.029057 0.026 0.069 -0.168
Cl -5.370217 4.447977 0.355616 0.054 -0.040 0.176
H -4.448852 1.003951 -0.589449 -0.084 -0.018 0.063
N -1.914465 -0.268237 -0.033615 -0.349 0.224 0.057
H -3.349798 2.111462 0.254929 0.021 -0.050 -0.150
H 1.968083 -3.436357 -0.876193 0.087 0.126 0.033
H -2.919305 0.462332 -1.681627 -0.048 -0.093 -0.125
C 1.217135 3.743684 -0.734393 -0.385 -0.064 -0.505
C 3.283396 -2.423016 1.079290 -0.676 0.040 0.236
H 2.209094 -0.932529 2.271073 -0.184 -0.236 0.139
H -0.950473 3.521836 -1.037928 -0.148 -0.396 -0.064
C 2.417890 -4.372531 2.311945 0.590 -0.580 0.193
C 2.131423 2.906873 -0.053857 0.272 -0.036 -0.052
C 1.104964 -5.246009 -0.189509 -0.221 0.625 -0.670
H -2.607061 0.409815 1.764623 -0.156 -0.185 0.092
H -0.398765 -1.608429 -0.286931 0.066 -0.214 0.136
Cl -0.440265 6.018234 -3.247048 -0.006 -0.145 -0.008
H -1.378384 -0.035790 -3.383287 0.051 -0.045 -0.001
H -0.654217 1.360036 0.237013 0.179 -0.360 -0.220
H 3.430807 -1.933754 3.165910 -0.493 0.057 0.103
H 3.710306 -5.788642 3.318033 -0.103 -0.097 -0.086
H 3.732449 -5.990483 1.559637 -0.030 0.022 -0.038
H 2.399422 -3.791104 3.233791 -0.174 0.135 -0.087
C -1.233981 -1.482026 0.404498 0.080 0.434 -0.198
C -4.692879 5.635943 -0.748929 -0.220 0.121 -0.358
Cl 1.477242 7.116992 -5.098982 -0.031 -0.044 -0.038
C -3.058691 0.055119 0.831386 0.554 0.135 0.427
H 0.125474 -4.758849 -0.201703 -0.041 -0.150 0.413
H 1.728987 0.982549 0.989856 0.044 -0.082 -0.088
H -1.903430 -2.350880 0.279911 0.053 -0.030 0.082
Cl 0.217474 8.816064 -3.152275 -0.019 0.053 0.046
Cl -5.208542 7.255981 -0.281183 -0.029 0.066 0.102
H -0.382946 0.608081 -2.078625 -0.042 -0.006 0.019
H -0.419719 -1.128633 -2.401079 -0.004 -0.009 0.051
Cl -5.285468 5.294095 -2.381085 -0.083 -0.028 -0.121
C -0.012827 3.120062 -0.690959 0.466 1.044 -0.166
C -3.935233 1.193289 0.350966 -0.030 0.142 0.131
H -1.461677 -1.423247 2.606784 -0.292 -0.097 -0.358
N 2.289391 -3.494836 1.172116 -0.262 0.507 -0.258
C 3.168297 -1.437427 2.227437 1.096 0.096 0.310
C -1.025861 -0.222941 -2.366625 0.053 0.034 -0.178
H -0.127861 -0.512742 2.053191 0.178 -0.006 -0.469
H 3.156450 -4.636132 -0.378918 -0.048 0.064 -0.035
H -0.083156 -2.287780 2.015661 0.171 0.133 -0.136
N 0.125979 1.959981 -0.019676 -0.191 -0.202 0.650
H 1.552427 -5.033037 2.335589 -0.117 0.111 0.107
Cl -1.323308 7.775940 -5.349857 -0.065 -0.010 -0.084
H 1.153787 -6.008147 0.579525 0.002 -0.095 0.011
H 4.596021 -4.655617 2.345434 -0.041 -0.001 -0.148
H -4.686226 1.392184 1.117058 -0.061 -0.036 -0.048
H 3.943553 -0.664125 2.162317 -0.134 -0.016 -0.333
Cl -2.941666 5.566199 -0.773806 0.230 -0.073 0.239
H 1.392310 4.639687 -1.307693 0.233 0.109 0.248
H 3.188134 3.049875 0.101412 -0.008 0.113 -0.051
C 3.683428 -5.256787 2.363901 0.018 0.255 0.236
```
Forces are in eV/Å.

So, what does the Löwdin scheme give us? The charges, in e, come out as: atom 1 (C): -0.09, atom 2 (H): 0.12, atom 3 (H): 0.08, atom 4 (C): -0.25, atom 5 (C): -2.07, atom 6 (C): -0.13, atom 7 (H): 0.12, atom 8 (C): -0.28, atom 9 (H): 0.11, atom 10 (H): 0.11, atom 11 (Cl): 0.55, atom 12 (H): 0.07, atom 13 (N): -0.22, atom 14 (H): 0.06, atom 15 (H): 0.11, atom 16 (H): 0.09, atom 17 (C): -0.11, atom 18 (C): -0.25, atom 19 (H): 0.04, atom 20 (H): 0.06, atom 21 (C): -0.26, atom 22 (C): -0.11, atom 23 (C): -0.08, atom 24 (H): 0.11, atom 25 (H): 0.10, atom 26 (Cl): 0.52, atom 27 (H): 0.08, atom 28 (H): 0.11, atom 29 (H): 0.07, atom 30 (H): 0.07, atom 31 (H): 0.06, atom 32 (H): 0.10, atom 33 (C): -0.25, atom 34 (C): -2.07, atom 35 (Cl): 0.52, atom 36 (C): -0.25, atom 37 (H): 0.07, atom 38 (H): 0.09, atom 39 (H): 0.12, atom 40 (Cl): 0.52, atom 41 (Cl): 0.53, atom 42 (H): 0.06, atom 43 (H): 0.06, atom 44 (Cl): 0.52, atom 45 (C): -0.17, atom 46 (C): -0.11, atom 47 (H): 0.07, atom 48 (N): -0.20, atom 49 (C): -0.09, atom 50 (C): -0.08, atom 51 (H): 0.06, atom 52 (H): 0.11, atom 53 (H): 0.06, atom 54 (N): 0.01, atom 55 (H): 0.10, atom 56 (Cl): 0.53, atom 57 (H): 0.06, atom 58 (H): 0.06, atom 59 (H): 0.07, atom 60 (H): 0.08, atom 61 (Cl): 0.53, atom 62 (H): 0.06, atom 63 (H): 0.09, atom 64 (C): -0.08

[2]
Formula: C18H35INO2P2PmSi
Source: the OMol25 dataset
Level of theory: wB97M-V/def2-TZVPD

Computed properties:
2S+1: 5
Energy relative to the best compared isomer or geometry (same formula, charge and spin) in eV: 0.000
Frontier orbital gap (alpha / beta) in eV: 4.38 / 4.43
Highest occupied orbital energy (alpha / beta) in eV: -12.008 / -12.046
Expectation value of S²: 6.012
Total energy in Ha: -2789.88155
LUMO energy (alpha / beta) in eV: -7.63 / -7.61
Largest force on an atom in hartree/bohr: 0.1286
Total charge: +2

```
61
Properties=species:S:1:pos:R:3:forces:R:3
H 2.996390 -0.637100 -2.420897 0.327 0.218 0.141
H 0.358043 -5.188755 0.157757 0.000 -0.102 0.417
C 3.927973 1.314520 0.682652 -0.269 0.200 0.222
C -1.024196 1.547980 3.040236 0.103 0.120 -0.264
C 3.706776 -1.474604 0.567441 -0.488 -0.168 0.085
H 3.262188 -2.367478 0.112254 0.153 0.071 0.148
H -3.548082 -1.579712 1.618812 -0.086 0.000 -0.315
H -3.711319 2.308623 0.219963 -0.103 -0.070 0.133
P -2.942421 0.041155 -0.107482 -1.638 -0.140 -0.219
H 1.356754 -1.080793 4.876929 -0.108 0.253 -0.062
C 0.876249 -0.105415 4.731549 0.191 0.209 0.123
C 0.717991 -5.264562 2.318304 0.074 -0.016 -0.246
H 3.404334 1.089554 -2.205143 0.090 -0.276 0.063
C -2.068206 -0.820398 4.657001 -0.135 0.155 0.023
O 0.021534 1.972909 -5.004691 -0.063 -4.731 -1.864
C -0.002689 -0.161616 -6.433816 -0.016 -0.805 0.013
H -3.799933 1.390123 1.738760 -0.099 -0.018 -0.122
H 0.033068 -2.735754 4.498231 0.098 -0.075 -0.452
C 0.754972 2.122687 0.181290 1.301 6.471 0.441
C 3.541968 0.080280 -1.791197 -0.360 -0.100 -0.079
H 3.617114 2.310681 0.338111 0.239 -0.225 0.120
H -3.422039 -2.349721 0.013898 -0.137 0.142 0.186
H 3.568821 -1.529075 1.654253 0.065 -0.069 -0.225
H 0.594962 0.274869 5.726269 0.107 -0.062 -0.271
H 1.102985 -6.289168 2.325822 -0.175 0.436 -0.083
C -3.970694 1.340160 0.660689 0.181 0.277 0.045
H -1.729486 1.602182 2.200523 0.054 0.033 0.127
P 2.865893 0.024769 -0.074916 1.969 0.053 -0.342
H 0.874412 -5.034799 4.469230 -0.035 0.041 -0.228
H -2.192799 -0.188066 5.551120 0.011 -0.175 -0.246
H -1.502603 2.051559 3.893664 0.132 0.018 -0.276
H 1.624231 0.582549 4.316434 -0.012 -0.106 0.109
Pm -0.051818 -0.203909 0.054655 -0.729 -2.366 3.535
C 0.608667 -4.560744 3.526609 -0.545 0.407 -0.536
H -4.694778 -0.134497 -1.800917 0.344 0.123 -0.048
H 0.903177 -0.780454 -6.249652 -0.505 0.271 -0.088
H -0.001575 0.244756 -7.473069 0.003 -0.005 0.699
C -3.619058 0.096283 -1.818767 0.210 -0.026 -0.051
H -3.457442 1.104879 -2.224211 -0.115 -0.254 0.028
H -3.011247 -0.781190 4.093479 0.136 -0.054 0.140
C 0.124622 -3.246875 3.538456 0.326 -0.390 -0.686
H 4.775680 -1.426221 0.321128 -0.287 0.022 0.080
H -5.029940 1.131915 0.469100 0.224 0.024 0.035
H -4.866342 -1.356569 0.403748 0.336 -0.039 0.052
O 1.053466 3.243117 0.261851 -1.107 -4.945 -0.393
C -3.781451 -1.461602 0.550923 0.418 -0.066 0.016
Si -0.629193 -0.185899 3.627337 -0.179 -1.045 0.495
C 0.008104 0.926152 -5.498760 0.063 4.935 1.412
N -0.382299 -1.223026 2.230123 -0.038 1.801 -1.787
H -0.917884 -0.765483 -6.246321 0.507 0.261 -0.090
I -0.049940 -0.865986 -2.717552 0.057 -0.300 -1.387
H 4.613361 -0.173847 -1.762498 -0.383 0.153 -0.034
H -0.576521 -2.916669 0.182055 0.062 -0.170 0.120
H -1.924876 -1.854147 5.004992 -0.058 0.334 -0.154
C 0.312265 -4.665541 1.114887 -0.134 0.112 0.215
H 4.981378 1.138055 0.407904 -0.447 0.063 0.103
H 3.823591 1.271389 1.775445 0.099 0.083 -0.249
C -0.175923 -2.584867 2.309712 0.232 -0.918 0.246
C -0.186122 -3.358778 1.111534 0.558 0.202 0.940
H -0.124885 2.122410 2.786310 -0.108 0.044 0.114
H -3.084109 -0.623534 -2.453655 -0.310 0.187 0.171
```
Forces are in eV/Å.

So, what does the Löwdin scheme give us? The charges, in e, come out as: atom 1 (H): -0.02, atom 2 (H): 0.11, atom 3 (C): -0.26, atom 4 (C): -0.18, atom 5 (C): -0.25, atom 6 (H): 0.05, atom 7 (H): 0.04, atom 8 (H): 0.05, atom 9 (P): 0.69, atom 10 (H): 0.03, atom 11 (C): -0.16, atom 12 (C): -0.09, atom 13 (H): 0.05, atom 14 (C): -0.16, atom 15 (O): 0.31, atom 16 (C): 0.03, atom 17 (H): 0.04, atom 18 (H): 0.08, atom 19 (C): -0.11, atom 20 (C): -0.29, atom 21 (H): 0.04, atom 22 (H): 0.05, atom 23 (H): 0.06, atom 24 (H): 0.05, atom 25 (H): 0.11, atom 26 (C): -0.27, atom 27 (H): -0.02, atom 28 (P): 0.70, atom 29 (H): 0.11, atom 30 (H): 0.05, atom 31 (H): 0.06, atom 32 (H): 0.03, atom 33 (Pm): 0.82, atom 34 (C): -0.06, atom 35 (H): 0.06, atom 36 (H): 0.14, atom 37 (H): 0.16, atom 38 (C): -0.31, atom 39 (H): 0.05, atom 40 (H): 0.03, atom 41 (C): -0.04, atom 42 (H): 0.06, atom 43 (H): 0.06, atom 44 (H): 0.06, atom 45 (O): 0.15, atom 46 (C): -0.25, atom 47 (Si): 0.35, atom 48 (C): -0.09, atom 49 (N): -0.26, atom 50 (H): 0.14, atom 51 (I): 0.28, atom 52 (H): 0.06, atom 53 (H): 0.05, atom 54 (H): 0.04, atom 55 (C): -0.09, atom 56 (H): 0.07, atom 57 (H): 0.06, atom 58 (C): -0.40, atom 59 (C): -0.10, atom 60 (H): 0.02, atom 61 (H): -0.02